# 1
Density functional theory data (wB97M-V/def2-TZVPD) for an isolated molecule of C3H6N4O in a non-equilibrium geometry.

Geometry as XYZ:
```
14
Properties=species:S:1:pos:R:3:forces:R:3:mulliken_charge:R:1
H 2.170626 1.567712 -1.317970 -2.65 0.70 1.39 0.24
N 1.228201 1.668479 -0.732284 5.29 -0.32 -2.05 -0.64
C 0.349781 0.917249 -1.215847 -3.81 -0.77 0.10 0.01
N -0.803668 0.945399 -0.485180 1.38 5.03 3.90 -0.17
O -1.735009 0.030261 -0.396887 -2.20 -3.09 -2.55 -0.34
C -1.219149 -1.361707 -0.515203 -2.59 4.60 1.62 0.07
N -0.582234 -1.648073 0.493486 1.44 -2.56 0.73 -0.36
N -0.399211 -0.688315 1.475844 4.33 -0.13 0.10 -0.24
C 0.906984 -0.491902 1.710946 -3.49 -0.81 1.44 -0.26
H 0.017078 0.339040 -2.117348 1.89 0.17 0.03 0.36
H -0.710398 1.508426 0.482754 -0.03 -1.80 -2.92 0.36
H -1.887961 -1.775193 -1.237563 0.65 -1.43 -0.42 0.40
H 1.662127 -1.170738 1.169249 -0.86 1.63 1.05 0.31
H 1.002833 0.159361 2.686004 0.66 -1.22 -2.41 0.25
```
Forces are in eV/Å.

Results
Multiplicity: 1
Frontier orbital gap in eV: 8.51
Net charge: 0
SMILES: [H]/N=C/NO/C=N\N=C
Highest occupied orbital energy in eV: -8.1673
LUMO energy in eV: 0.34
Energy relative to the best compared isomer or geometry (same formula, charge and spin) in kJ/mol: 699.54
Maximum force in Eh/bohr: 0.1267

***

# 2
Density functional theory data (wB97M-V/def2-TZVPD) for a structure of composition C3H6N4O in a non-equilibrium geometry.

Geometry as XYZ:
```
14
Properties=species:S:1:pos:R:3:forces:R:3:mulliken_charge:R:1
C 0.515549 1.535434 0.054271 3.08 0.01 -0.78 -0.35
C -0.783923 1.603518 0.109094 -2.72 -3.96 -1.51 -0.60
C -1.171320 0.201407 -0.379251 1.90 -1.57 1.26 0.56
H 0.730379 -2.438200 -0.210631 -2.36 3.41 2.60 0.26
H -0.736316 -1.517432 0.852921 3.49 -0.78 -1.52 0.30
H 2.183641 -0.240188 0.974131 1.12 -0.91 -5.41 0.42
H 0.930142 2.448190 -0.062235 2.59 2.74 0.58 0.38
H -1.381492 2.457667 0.342594 -0.26 0.07 -0.06 0.41
H -2.024432 -1.689069 -0.385920 -0.04 3.78 -0.35 0.29
N 0.297176 -1.462586 0.365637 -0.78 -4.36 0.57 -0.72
N 0.159075 -0.474869 -0.578757 -4.82 -1.36 -1.82 0.16
N 1.122991 0.419775 -0.547883 1.30 2.08 0.23 0.10
N -2.167038 -0.570594 -0.277335 -1.51 -1.82 0.10 -0.77
O 2.325566 -0.273050 -0.256635 -0.99 2.67 6.11 -0.46
```
Forces are in eV/Å.

Results
Multiplicity: 1
Frontier orbital gap in eV: 7.97
Net charge: 0
Highest occupied orbital energy in eV: -7.7774
LUMO energy in eV: 0.20
Energy relative to the best compared isomer or geometry (same formula, charge and spin) in kJ/mol: 870.98
Maximum force in Eh/bohr: 0.1310

***

# 3
Density functional theory data (wB97M-V/def2-TZVPD) for an isolated molecule of C3H6N4O in a non-equilibrium geometry.

Geometry as XYZ:
```
14
Properties=species:S:1:pos:R:3:forces:R:3:mulliken_charge:R:1
C 0.918360 0.577097 2.412808 1.27 -0.14 0.31 -0.34
N 0.757285 0.636002 1.123204 -0.87 -0.67 2.59 -0.24
N -0.510640 1.310060 0.976302 2.45 1.36 0.63 -0.39
C -1.354599 0.754379 0.296873 -2.75 -1.81 -4.02 0.13
O -1.359074 -0.505470 -0.325233 0.22 0.77 0.03 -0.36
C -0.474070 -1.375866 -0.901272 2.57 -1.73 0.45 0.08
N 0.588285 -1.346653 -1.654329 -1.73 2.68 2.26 -0.27
N 1.152415 -0.018481 -1.921341 0.15 -0.24 1.47 -0.51
H 1.754906 -0.024488 3.051587 -1.87 1.56 -2.28 0.24
H 0.213042 1.246302 2.948932 0.51 -0.92 0.37 0.35
H -2.332698 1.169668 -0.102779 1.28 0.09 1.47 0.34
H -0.621645 -2.366838 -0.429700 -0.54 0.37 -0.96 0.34
H 1.993518 -0.346303 -2.390117 0.13 0.93 0.19 0.29
H 1.415902 0.565264 -0.993367 -0.82 -2.26 -2.50 0.34
```
Forces are in eV/Å.

Results
Multiplicity: 1
Frontier orbital gap in eV: 9.20
Net charge: 0
SMILES: C=N/N=C\O/C=N\N
Highest occupied orbital energy in eV: -8.7033
LUMO energy in eV: 0.49
Energy relative to the best compared isomer or geometry (same formula, charge and spin) in kJ/mol: 548.88
Maximum force in Eh/bohr: 0.1011

***

# 4
Density functional theory data (wB97M-V/def2-TZVPD) for an isolated molecule of C3H6N4O in a non-equilibrium geometry.

Geometry as XYZ:
```
14
Properties=species:S:1:pos:R:3:forces:R:3:mulliken_charge:R:1
N 2.758596 0.183280 0.030520 -0.67 2.87 0.79 -0.58
C 1.400937 -0.114006 -0.028423 0.70 2.97 -0.87 0.51
C 0.688054 -1.196983 -0.048137 -4.69 0.53 0.00 -0.89
N -0.704424 -0.669462 -0.169191 6.28 2.16 -1.42 0.23
O -1.801515 -1.283199 0.018911 -4.32 -2.17 1.96 -0.57
C -0.601937 0.693552 -0.161643 -2.58 -1.47 0.47 0.54
N -1.818742 1.331315 0.188382 -4.58 1.67 -1.66 -0.59
N 0.623658 1.047881 -0.147352 0.92 1.09 0.33 -0.73
H 2.599419 1.203832 0.403226 1.43 -2.17 -0.96 0.37
H 3.162913 -0.335453 0.775352 0.71 -0.51 0.59 0.27
H 0.767664 -2.208591 -0.026272 0.69 -2.54 0.08 0.49
H -2.087154 -0.968130 0.912288 -0.19 -0.98 -0.42 0.34
H -2.165727 2.411273 -0.190339 2.01 -4.40 1.25 0.30
H -2.800934 0.616182 0.087155 4.28 2.95 -0.14 0.29
```
Forces are in eV/Å.

Results
Multiplicity: 1
Frontier orbital gap in eV: 8.35
Net charge: 0
SMILES: Nc1cn(O)c(N)n1
Highest occupied orbital energy in eV: -7.9472
LUMO energy in eV: 0.41
Energy relative to the best compared isomer or geometry (same formula, charge and spin) in kJ/mol: 456.60
Maximum force in Eh/bohr: 0.1322

***

# 5
Density functional theory data (wB97M-V/def2-TZVPD) for an isolated molecule of C3H6N4O in a non-equilibrium geometry.

Geometry as XYZ:
```
14
Properties=species:S:1:pos:R:3:forces:R:3:mulliken_charge:R:1
H 3.009198 1.192712 0.183380 -0.08 0.95 0.37 0.25
N 2.867645 0.218285 0.040735 1.12 -0.06 -0.22 -0.54
C 1.697104 -0.172049 0.101263 0.02 -2.19 -1.04 0.33
N 1.378715 -1.576091 -0.248186 -0.04 2.11 0.78 -0.55
C 0.098871 -1.575204 -0.189436 0.07 -1.09 -0.21 0.14
N -0.487161 -0.434637 0.228052 -2.27 1.38 -0.82 0.14
C -1.913482 0.015494 0.033078 -1.12 -1.46 -1.01 -0.74
N 0.505356 0.575677 0.454923 -1.14 -0.65 -1.36 -0.22
O 0.236012 1.691861 -0.525565 0.71 -0.01 3.11 -0.43
H -0.477435 -2.501788 -0.368783 0.05 0.86 0.02 0.36
H -2.075607 1.042665 -0.426384 0.72 -1.51 0.65 0.27
H -2.668882 -0.749133 -0.524122 2.58 1.47 0.67 0.27
H -2.319971 -0.078199 1.007178 -0.66 0.79 1.07 0.33
H 0.149638 2.350406 0.233862 0.04 -0.57 -2.01 0.40
```
Forces are in eV/Å.

Results
Multiplicity: 1
Frontier orbital gap in eV: 9.21
Net charge: 0
SMILES: [H]/N=c1/ncn(C)n1O
Highest occupied orbital energy in eV: -8.7657
LUMO energy in eV: 0.44
Energy relative to the best compared isomer or geometry (same formula, charge and spin) in kJ/mol: 442.14
Maximum force in Eh/bohr: 0.0619

***

# 6
Density functional theory data (wB97M-V/def2-TZVPD) for an isolated molecule of C3H6N4O in a non-equilibrium geometry.

Geometry as XYZ:
```
14
Properties=species:S:1:pos:R:3:forces:R:3:mulliken_charge:R:1
N 2.723739 -0.006312 0.146424 2.67 -2.61 -0.48 -0.45
C 1.411860 -0.132565 0.027578 -1.97 -1.01 1.02 0.49
N 0.700538 -1.247527 0.106998 2.25 0.11 -0.17 -0.71
C -0.549393 -0.795844 0.123180 -3.57 1.83 -1.06 0.46
N -1.775665 -1.533083 0.102586 -0.26 2.44 -1.24 -0.57
C -0.603310 0.579923 -0.005755 -0.80 -1.72 1.24 0.14
N -1.700951 1.476751 0.069471 2.27 2.99 -0.62 -0.63
O 0.728171 0.978355 0.041172 -0.46 1.34 -0.47 -0.44
H 3.131042 -0.924702 -0.153081 0.02 1.46 0.57 0.31
H 3.164477 0.791948 -0.257860 0.07 0.38 -0.26 0.27
H -1.663118 -2.505638 -0.158820 -0.20 0.34 -0.41 0.26
H -2.409744 -0.875177 -0.538497 1.37 -2.70 1.82 0.27
H -1.319989 2.329256 -0.569839 -1.78 -2.18 2.05 0.34
H -1.837655 1.864617 1.066449 0.38 -0.68 -1.98 0.27
```
Forces are in eV/Å.

Results
Multiplicity: 1
Frontier orbital gap in eV: 7.88
Net charge: 0
SMILES: Nc1nc(N)c(N)o1
Highest occupied orbital energy in eV: -7.1413
LUMO energy in eV: 0.74
Energy relative to the best compared isomer or geometry (same formula, charge and spin) in kJ/mol: 153.38
Maximum force in Eh/bohr: 0.0807

***

# 7
Density functional theory data (wB97M-V/def2-TZVPD) for an isolated molecule of C3H6N4O in a non-equilibrium geometry.

Geometry as XYZ:
```
14
Properties=species:S:1:pos:R:3:forces:R:3:mulliken_charge:R:1
N -1.744369 -0.056564 0.327249 -1.78 0.57 0.10 -0.61
C -0.773517 -0.985157 -0.325543 0.19 -1.11 2.46 -0.51
C 0.635018 -0.488983 -0.121496 -7.28 0.29 -0.68 0.09
N 1.689646 -1.180638 -0.050796 2.75 -2.06 -0.18 -0.23
N 2.691220 -0.385843 0.033580 0.19 2.09 1.08 -0.85
N 2.080675 0.888626 0.074116 1.06 1.16 -0.42 0.15
C 0.772139 0.880906 -0.082593 -0.65 -2.42 -0.98 0.67
O -0.216571 1.739753 -0.351703 0.67 0.29 2.00 -0.68
H -2.690156 0.063330 -0.215624 2.38 -0.66 1.85 0.29
H -1.817148 -0.227509 1.356264 -0.52 -0.13 -1.45 0.31
H -0.940172 -2.020836 0.000566 0.32 0.22 0.75 0.38
H -1.032646 -1.140974 -1.301493 -0.62 0.58 -2.99 0.28
H 2.445724 1.722231 0.415609 2.14 1.26 0.28 0.27
H -1.099841 1.191652 0.241862 1.13 -0.09 -1.83 0.46
```
Forces are in eV/Å.

Results
Multiplicity: 1
Frontier orbital gap in eV: 8.77
Net charge: 0
SMILES: NCc1nn[nH]c1O
Highest occupied orbital energy in eV: -8.3774
LUMO energy in eV: 0.39
Energy relative to the best compared isomer or geometry (same formula, charge and spin) in kJ/mol: 340.51
Maximum force in Eh/bohr: 0.1423

***

# 8
Density functional theory data (wB97M-V/def2-TZVPD) for the ion C3H6N5O3 with charge +1 in a non-equilibrium geometry.

Geometry as XYZ:
```
17
Properties=species:S:1:pos:R:3:forces:R:3:mulliken_charge:R:1
C -1.045942 1.964816 -0.888304 0.63 0.35 3.16 -0.24
N -0.286953 0.954016 -0.898040 -1.29 2.16 -1.90 -0.61
C 0.153756 0.281138 0.204068 0.94 -0.18 1.53 0.88
N -1.102949 0.166804 1.306848 3.57 0.26 0.63 0.95
O -2.179809 0.116707 0.826857 -0.84 -0.19 0.99 -0.47
O -0.642807 0.216732 2.456758 -2.32 -0.32 -1.34 -0.61
N 1.377478 0.652139 0.907704 -1.53 1.16 2.56 -0.31
O 2.269803 -0.454749 0.921529 -0.14 -0.44 -0.31 -0.17
N 1.670482 -1.355492 0.078009 0.35 -0.65 0.32 0.17
C 0.516275 -1.030806 -0.364538 0.39 -1.01 0.86 -0.10
N -0.293457 -1.673862 -1.162018 -1.34 0.78 -3.38 -0.44
H -1.488398 2.351507 -1.710931 -0.77 0.67 -3.34 0.33
H -1.378360 2.624071 -0.052199 0.56 -1.02 0.36 0.25
H 1.085639 0.717956 1.986075 0.59 0.00 -2.70 0.49
H 2.126525 -2.238359 -0.017820 0.67 -0.43 -0.08 0.23
H 0.028579 -2.380380 -1.853103 0.01 0.37 1.22 0.35
H -0.809862 -0.912238 -1.740894 0.51 -1.51 1.42 0.31
```
Forces are in eV/Å.

Results
Multiplicity: 1
Frontier orbital gap in eV: 9.67
Net charge: +1
SMILES: C=N[C@]1([N+](=O)[O-])NONC1=[NH2+]
Highest occupied orbital energy in eV: -14.1637
LUMO energy in eV: -4.50
Energy relative to the best compared isomer or geometry (same formula, charge and spin) in kJ/mol: 696.48
Maximum force in Eh/bohr: 0.0723

***

# 9
Density functional theory data (wB97M-V/def2-TZVPD) for a cluster of 2 separate species, C3H6NO in total in a non-equilibrium geometry.

Geometry as XYZ:
```
11
Properties=species:S:1:pos:R:3:forces:R:3:mulliken_charge:R:1
C 0.015043 -1.302059 0.759038 -4.05 -3.78 -6.01 -0.20
C -0.687165 0.947968 -0.168969 -1.31 0.27 0.00 -0.40
C -0.142853 -0.410022 -0.430459 -1.00 -1.59 1.01 0.18
N 0.744634 0.762895 -0.332847 2.08 0.81 0.08 -0.23
O 0.576672 -0.981528 1.743776 2.44 0.87 4.95 -0.28
H -0.557388 -2.713869 0.591508 1.62 3.18 0.49 0.35
H -1.202199 1.473355 -0.962374 0.24 0.03 -0.09 0.30
H -1.026075 1.198607 0.831563 0.24 -0.06 -0.10 0.26
H -0.268839 -0.874581 -1.399640 0.06 0.13 0.05 0.42
H 1.231520 1.121859 -1.154188 -0.16 -0.01 0.11 0.30
H 1.316648 0.777375 0.522591 -0.16 0.17 -0.49 0.29
```
Forces are in eV/Å.

Results
Multiplicity: 3
Frontier orbital gap (spin up / spin down) in eV: 7.68 / 9.92
Net charge: +1
Highest occupied orbital energy (spin up / spin down) in eV: -11.2470 / -17.8523
LUMO energy (spin up / spin down) in eV: -3.56 / -7.93
Energy relative to the best compared isomer or geometry (same formula, charge and spin) in kJ/mol: 145.45
Maximum force in Eh/bohr: 0.1590

***

# 10
Density functional theory data (wB97M-V/def2-TZVPD) for the ion C3H6NO2 with charge -1 in a non-equilibrium geometry.

Geometry as XYZ:
```
12
Properties=species:S:1:pos:R:3:forces:R:3:mulliken_charge:R:1
O 0.337994 2.798917 -0.888643 0.18 -0.85 -0.11 -0.57
C 0.323259 1.565386 -0.853672 -2.43 4.06 1.62 -0.11
C -0.476845 0.814933 0.165381 1.71 -3.23 -2.81 -0.44
N -0.509656 -0.600539 -0.453593 1.45 1.10 0.81 -0.55
C 0.439679 -1.528227 0.441808 -0.97 0.64 0.11 -0.42
O 0.302630 -1.269303 1.693069 -0.54 0.13 2.33 -0.83
H 0.879965 1.075434 -1.579656 1.21 -1.75 -1.21 0.48
H -1.484300 1.005166 0.384459 -1.12 1.51 0.10 0.43
H 0.139607 0.884371 1.042696 0.03 -0.60 1.01 0.23
H -1.461847 -0.946860 -0.398926 0.21 -0.17 0.47 0.28
H 1.549406 -1.285028 0.274040 -0.92 -0.74 -1.72 0.20
H -0.039891 -2.514250 0.173037 1.19 -0.10 -0.60 0.32
```
Forces are in eV/Å.

Results
Multiplicity: 1
Frontier orbital gap in eV: 6.84
Net charge: -1
SMILES: O=CCNC[O-]
Highest occupied orbital energy in eV: -2.7121
LUMO energy in eV: 4.12
Energy relative to the best compared isomer or geometry (same formula, charge and spin) in kJ/mol: 346.13
Maximum force in Eh/bohr: 0.0973

***

Which of these has the highest energy relative to the best compared isomer or geometry (same formula, charge and spin)?
number 2